(1)
{
  "formula": "C37H32ClN8NaO5",
  "method": "ωB97M-V/def2-TZVPD",
  "species": ["Na", "C", "C", "N", "N", "C", "O", "C", "C", "C", "C", "C", "C", "C", "C", "C", "C", "C", "N", "H", "H", "H", "H", "H", "H", "H", "H", "H", "H", "H", "H", "O", "C", "O", "C", "C", "Cl", "N", "N", "C", "C", "O", "O", "C", "C", "C", "C", "C", "C", "H", "H", "H", "H", "H", "H", "C", "C", "C", "C", "C", "C", "N", "C", "C", "C", "C", "C", "C", "H", "H", "H", "H", "H", "H", "H", "H", "H", "H", "N", "N", "H", "H", "H", "H"],
  "positions_angstrom": [[-0.4763, -1.2835, -0.9641], [0.5462, -2.3174, 3.6449], [-0.2496, -2.2054, 2.3726], [0.2193, -2.4301, 1.1995], [1.5077, -2.8759, 1.1230], [1.9506, -2.8843, -0.1379], [1.3682, -2.5029, -1.1725], [3.3717, -3.3800, -0.2654], [4.0016, -4.1053, 0.7426], [5.3146, -4.5265, 0.5898], [6.0182, -4.2161, -0.5679], [5.3974, -3.4854, -1.5720], [4.0805, -3.0751, -1.4217], [-1.6851, -1.8330, 2.4607], [-2.1428, -0.9482, 3.4405], [-3.4841, -0.6091, 3.4768], [-4.3448, -1.1752, 2.5509], [-3.8053, -2.0571, 1.6244], [-2.5202, -2.3858, 1.5725], [1.5736, -2.5695, 3.3989], [0.1278, -3.0890, 4.2985], [0.5327, -1.3778, 4.2028], [3.4430, -4.3230, 1.6427], [5.7948, -5.0943, 1.3791], [7.0473, -4.5373, -0.6833], [5.9422, -3.2262, -2.4720], [3.5816, -2.4938, -2.1860], [-1.4476, -0.4987, 4.1364], [-3.8495, 0.1060, 4.2044], [-5.3970, -0.9224, 2.5223], [-4.4413, -2.5142, 0.8714], [-6.5357, -0.3860, -1.2376], [-6.1656, 0.4933, -0.3427], [-6.9654, 1.1212, 0.3277], [-4.6976, 0.7051, -0.1802], [-4.1155, 1.5842, 0.7088], [-4.8475, 2.6038, 1.8661], [-2.7716, 1.4317, 0.6380], [-2.4482, 0.4799, -0.2499], [-3.5783, 0.0366, -0.7581], [-3.4909, -1.0495, -1.8152], [-4.5873, -1.4663, -2.2860], [-2.3578, -1.4309, -2.1305], [-1.7192, 2.1688, 1.2591], [-0.5646, 1.4900, 1.6214], [0.4863, 2.1922, 2.1878], [0.3792, 3.5597, 2.4015], [-0.7725, 4.2306, 2.0174], [-1.8203, 3.5416, 1.4271], [-5.7044, -0.8486, -1.7148], [-0.4801, 0.4311, 1.4237], [1.4014, 1.6670, 2.4290], [1.2077, 4.1061, 2.8355], [-0.8447, 5.3045, 2.1375], [-2.6897, 4.0705, 1.0666], [4.8003, 0.9552, -0.0542], [3.8468, 0.1700, 0.5863], [2.5171, 0.2186, 0.2071], [2.0677, 1.0355, -0.8496], [3.0541, 1.8205, -1.4887], [4.3808, 1.7780, -1.0958], [0.7586, 0.9526, -1.2591], [0.1117, 2.0680, -1.6978], [0.4443, 3.3980, -1.3374], [-0.3343, 4.4741, -1.7282], [-1.4786, 4.3017, -2.4992], [-1.8200, 3.0022, -2.8758], [-1.0495, 1.9210, -2.4974], [5.8435, 0.9108, 0.2349], [4.1402, -0.5044, 1.3845], [1.7950, -0.4118, 0.7113], [2.7594, 2.4443, -2.3241], [5.1074, 2.3851, -1.6276], [1.3104, 3.5692, -0.7097], [-0.0478, 5.4715, -1.4059], [-2.0867, 5.1478, -2.7962], [-2.7090, 2.8303, -3.4746], [-1.3427, 0.9165, -2.7829], [1.3696, -0.8930, -3.9882], [0.0926, -1.2592, -4.5535], [1.2405, -0.2823, -3.1788], [1.7602, -1.7500, -3.6132], [-0.2197, -0.4705, -5.1052], [-0.6052, -1.4001, -3.8254]],
  "forces_ev_per_a": [[0.0653, 0.3302, 0.1576], [-0.0164, -0.0118, -0.0048], [0.0372, -0.0310, -0.0178], [-0.0378, 0.0008, 0.0114], [0.0329, -0.0059, 0.0348], [-0.0223, -0.0033, 0.0113], [0.1811, -0.1780, -0.0455], [0.0161, 0.0219, 0.0019], [-0.0127, -0.0045, -0.0100], [0.0047, -0.0016, 0.0001], [-0.0041, -0.0013, 0.0010], [-0.0002, -0.0013, 0.0020], [-0.0085, 0.0127, -0.0006], [-0.0530, -0.0349, 0.0232], [0.0018, 0.0147, 0.0021], [-0.0022, 0.0001, -0.0011], [0.0041, -0.0014, -0.0014], [-0.0034, 0.0162, -0.0179], [0.0125, 0.0070, 0.0073], [0.0034, -0.0061, -0.0006], [-0.0040, 0.0103, 0.0031], [0.0132, 0.0091, -0.0081], [0.0014, -0.0006, 0.0022], [-0.0011, -0.0010, -0.0011], [-0.0007, -0.0001, 0.0007], [0.0002, 0.0010, 0.0011], [0.0101, -0.0026, 0.0034], [0.0037, -0.0038, -0.0018], [0.0021, 0.0004, 0.0002], [0.0037, -0.0016, -0.0027], [0.0020, 0.0030, 0.0009], [0.0330, -0.0728, -0.0210], [0.0011, 0.1455, -0.0952], [0.0044, -0.0555, 0.0324], [0.0142, -0.0395, 0.0132], [0.0050, -0.0436, 0.0216], [0.0147, 0.0105, 0.0001], [0.0278, 0.0759, -0.0572], [-0.0035, -0.1374, 0.0264], [-0.0321, 0.0149, 0.0229], [-0.0045, 0.0226, 0.0094], [-0.0234, 0.0284, 0.0071], [-0.1658, -0.0877, -0.1631], [0.0033, -0.0053, 0.0330], [-0.0169, 0.0048, -0.0178], [0.0153, 0.0042, 0.0038], [-0.0022, 0.0088, -0.0012], [0.0028, -0.0047, -0.0016], [-0.0047, -0.0086, -0.0055], [-0.0219, -0.0054, 0.0411], [0.0043, 0.0121, 0.0074], [-0.0015, 0.0023, -0.0012], [0.0003, -0.0028, -0.0001], [-0.0010, -0.0007, -0.0001], [-0.0043, 0.0033, -0.0024], [0.0074, 0.0151, -0.0061], [-0.0128, 0.0062, -0.0004], [-0.0062, -0.0380, 0.0001], [-0.0158, 0.0105, -0.0397], [0.0176, 0.0187, 0.0027], [0.0033, -0.0160, 0.0059], [-0.0152, -0.0984, 0.0019], [0.0283, -0.0108, -0.0043], [-0.0054, 0.0181, 0.0081], [-0.0039, -0.0052, 0.0038], [-0.0020, 0.0126, 0.0000], [0.0047, -0.0004, -0.0022], [-0.0068, -0.0025, -0.0120], [0.0017, 0.0022, 0.0003], [-0.0032, -0.0033, 0.0023], [0.0159, 0.0321, 0.0020], [0.0127, -0.0060, 0.0021], [0.0011, 0.0016, -0.0021], [-0.0205, 0.0069, 0.0043], [0.0005, 0.0019, 0.0000], [-0.0011, 0.0001, -0.0010], [-0.0002, -0.0070, 0.0005], [0.0086, 0.0221, -0.0020], [-0.0363, -0.0266, 0.0136], [0.0469, -0.0038, 0.0548], [-0.0287, 0.0040, -0.0056], [-0.0208, 0.0249, 0.0042], [0.0145, 0.0080, 0.0155], [-0.0574, 0.0273, -0.0495]],
  "homo_energy_ha": -0.0485,
  "e_lumo_ev": 3.889,
  "relative_energy_kj_mol": 0.0,
  "largest_force_ha_per_bohr": 0.007,
  "homo_lumo_gap_ev": 5.209,
  "charge": -2
}

---

(2)
{
  "formula": "C24H48O8",
  "method": "ωB97M-V/def2-TZVPD",
  "species": ["C", "C", "O", "C", "H", "H", "H", "H", "H", "H", "C", "C", "O", "C", "H", "H", "H", "H", "H", "H", "C", "C", "O", "C", "H", "H", "H", "H", "H", "H", "C", "C", "O", "C", "H", "H", "H", "H", "H", "H", "C", "C", "O", "C", "H", "H", "H", "H", "H", "H", "C", "C", "O", "C", "H", "H", "H", "H", "H", "H", "C", "C", "O", "C", "H", "H", "H", "H", "H", "H", "C", "C", "O", "C", "H", "H", "H", "H", "H", "H"],
  "positions_angstrom": [[-1.5065, 0.5041, 3.8939], [-1.1727, 2.0126, 3.4120], [-2.0693, 2.6099, 2.7559], [0.2312, 2.6213, 3.5613], [-1.4517, 0.5225, 4.9535], [-1.0073, -0.2118, 3.4509], [-2.5028, 0.3445, 3.9099], [0.4223, 3.2415, 2.8018], [0.7226, 1.6355, 3.2671], [0.3872, 2.7861, 4.4871], [1.2337, -4.1132, 2.7163], [2.7027, -4.1084, 2.2830], [3.0696, -4.6286, 1.1923], [3.7513, -3.6195, 3.2874], [1.0481, -4.7120, 3.5343], [0.9276, -4.7432, 1.8130], [0.7362, -3.1457, 2.5616], [4.6053, -4.1426, 2.9825], [3.4800, -3.9808, 4.2999], [4.0473, -2.5531, 3.6162], [-1.1095, 3.6471, -1.7313], [-0.8176, 5.1239, -2.1080], [0.2300, 5.6175, -1.6721], [-1.9282, 5.8900, -2.9627], [-0.1831, 3.4692, -1.2222], [-1.1772, 3.1369, -2.5245], [-2.1824, 3.4192, -1.3830], [-1.9075, 6.9401, -3.0797], [-2.9745, 5.7340, -2.4668], [-1.9802, 5.4881, -4.0195], [0.9065, -0.5050, -4.0531], [0.0962, 0.6900, -4.3155], [-1.0945, 0.7185, -3.9265], [0.6399, 1.7162, -5.2526], [0.1593, -1.2780, -3.7701], [1.6635, -0.3004, -3.3304], [1.5148, -0.8676, -4.8834], [-0.0564, 2.3624, -5.3103], [0.8083, 1.2391, -6.0370], [1.4134, 2.2810, -4.9088], [-4.6722, -0.6091, 0.6653], [-5.8315, 0.0157, 1.2264], [-6.1524, 0.0054, 2.4868], [-6.6887, 0.9015, 0.2558], [-4.3643, -1.1188, 1.4675], [-3.7272, 0.0668, 0.2251], [-4.9398, -1.3967, -0.1685], [-6.0680, 1.5041, -0.2873], [-7.1457, 1.8398, 0.7251], [-7.5471, 0.3527, -0.1218], [-0.7879, 0.3054, -0.2446], [0.3561, -0.1313, 0.4466], [0.3141, -1.1465, 1.2727], [1.5344, 0.7781, 0.2521], [-1.4598, 0.9638, 0.1854], [-1.4143, -0.5154, -0.5360], [-0.6621, 0.4904, -1.1708], [1.7259, 0.3813, -0.6863], [2.4363, 0.3963, 0.6318], [1.1827, 1.7594, 0.5345], [5.8228, 1.0553, 0.6394], [5.8585, -0.3003, 1.2994], [4.9373, -0.8314, 1.9109], [7.1619, -1.2697, 1.0932], [4.9742, 1.3983, 1.1947], [5.5531, 0.8650, -0.2349], [6.4716, 1.5922, 1.0117], [7.9167, -0.6557, 1.6466], [7.4937, -1.0170, -0.0196], [7.2048, -2.2851, 1.5470], [-1.5118, -3.7566, -0.0877], [-2.5214, -3.6974, -1.3021], [-3.6348, -4.2899, -1.2537], [-2.1133, -2.9285, -2.5103], [-0.8312, -2.8519, -0.1444], [-0.9151, -4.6180, -0.2405], [-1.9052, -3.9032, 0.9518], [-0.9915, -3.3160, -2.7581], [-2.0834, -1.7342, -2.4178], [-2.6509, -3.1398, -3.3082]],
  "forces_ev_per_a": [[0.1872, 6.4030, 2.2043], [-3.5040, 0.3502, -2.4253], [2.6634, -1.5455, 1.9288], [-2.8219, -7.2674, -4.4349], [1.3888, -0.2822, 1.3522], [2.8773, -3.5053, -2.1631], [-3.5469, -0.2696, -1.3504], [0.5831, 3.0960, -2.1937], [0.5226, 1.1742, 0.6435], [1.6690, 1.7565, 6.3094], [0.7278, -0.4136, -5.3542], [1.1276, -0.0608, -1.4545], [-1.1592, 1.7146, 3.3519], [-0.5484, 0.9086, 1.6969], [-0.3892, -0.6062, 2.2292], [-0.6169, 0.7148, 1.1997], [0.2729, -0.2168, 0.7226], [1.6682, -0.4389, -0.2285], [-0.1555, -0.3892, -0.5105], [-0.9634, -1.2109, -1.6955], [-1.1283, 4.9811, 4.3484], [-0.0381, 1.1319, 0.6488], [-2.2848, -0.5768, -1.3907], [-1.2474, -2.1898, 0.4757], [-0.2541, -1.0769, 1.1204], [0.2178, -4.0561, -6.6337], [1.8497, 0.7645, 0.7670], [0.9752, 1.1861, 0.2606], [1.8615, -0.2473, -0.8531], [0.0555, 0.0254, 1.2513], [-0.5814, -1.5385, -0.1179], [-2.7731, -0.0151, 0.2718], [2.6969, 0.3094, -0.5506], [0.2424, -1.0056, 6.9418], [1.0001, 0.2194, 0.2400], [0.3274, 0.0609, 1.1202], [-0.3523, 0.2132, -0.4076], [-5.2561, 4.5568, -1.2163], [1.8161, -3.6907, -7.2397], [2.8953, 0.9017, 1.0707], [2.0850, -0.0342, -4.7551], [-4.2160, 3.8789, 4.2442], [1.7952, -0.6638, -5.4609], [-1.5694, 0.3310, 3.7197], [2.1884, -2.3860, 2.7717], [-2.9849, -1.4070, 1.2387], [0.3737, 1.6650, 1.4193], [1.8288, 0.3035, -3.0208], [0.0738, -1.7304, 0.7260], [0.4415, -0.0010, -0.8580], [-3.0854, -3.1082, 2.2315], [1.4759, -4.1360, 6.5351], [0.4759, 4.1400, -3.7099], [-1.1314, -1.8446, 1.3483], [-0.7848, 1.7498, 1.3159], [-0.7328, -1.3476, 1.0487], [1.9237, 2.9619, -6.5277], [0.2552, 1.1733, -3.3132], [1.0099, -0.0354, 2.0434], [0.6066, 0.5505, -0.8958], [-5.4258, -5.0045, 6.3207], [0.8301, -4.9918, 0.7889], [0.6437, 1.7761, -0.7342], [0.4212, 3.9610, -1.1253], [-1.1755, 0.7184, -0.1691], [-1.3655, -0.5783, -8.0911], [7.4436, 5.4707, 2.0652], [-0.1293, -0.5374, -0.2273], [-0.5726, -1.4853, 2.1055], [-0.6759, 0.7450, -0.9600], [-0.5917, 1.6797, -0.5927], [-3.0266, -1.5220, 2.3179], [3.3504, 1.7297, -0.2425], [5.5103, 2.2297, 2.6255], [-0.7652, -1.0855, 0.3292], [0.8704, -0.9367, -0.4175], [-0.2687, 0.4809, -1.2037], [-2.3402, 1.2000, 0.5553], [0.0755, -2.6797, 0.1923], [-2.8414, -1.0947, -3.5731]],
  "homo_energy_ha": -0.3485,
  "e_lumo_ev": 0.140,
  "relative_energy_kj_mol": 1272.9,
  "largest_force_ha_per_bohr": 0.189,
  "homo_lumo_gap_ev": 9.622,
  "smiles": "CC(C)=O.CC(C)=O.CC(C)=O.CC(C)=O.CC(C)=O.CC(C)=O.CC(C)=O.CC(C)=O"
}

---

(3)
{
  "formula": "C10H16N4Si",
  "method": "ωB97M-V/def2-TZVPD",
  "species": ["C", "C", "C", "C", "C", "C", "C", "C", "C", "C", "N", "N", "N", "N", "Si", "H", "H", "H", "H", "H", "H", "H", "H", "H", "H", "H", "H", "H", "H", "H", "H"],
  "positions_angstrom": [[3.9063, 2.0819, -0.2427], [3.1778, 1.2964, -1.1268], [3.2433, 2.7540, 0.7325], [1.8136, 1.2377, -1.0595], [1.8258, 2.7657, 0.8509], [1.1270, 1.9358, 0.0106], [-1.2184, 0.9973, -0.3750], [0.8166, -1.5881, 0.2715], [-2.0980, -2.0795, -0.9129], [-1.8030, -1.0398, 1.8925], [-2.1223, 2.6079, 0.9639], [-0.9254, 2.8503, 1.0250], [-2.4606, 1.6859, 0.0771], [-0.2493, 1.9930, 0.1778], [-1.0184, -0.8972, 0.2618], [4.9823, 1.9251, -0.4244], [3.6233, 0.5732, -1.7816], [3.6730, 3.3280, 1.5475], [1.2870, 0.5816, -1.7167], [1.3075, 3.3742, 1.5992], [-1.1493, 1.0848, -1.5736], [0.9671, -2.2147, 1.1248], [1.0009, -2.2155, -0.5564], [1.5408, -0.7396, 0.2518], [-1.9485, -1.8324, -1.9519], [-1.6591, -3.0726, -0.7895], [-3.1829, -1.9289, -0.6559], [-1.7146, -0.1830, 2.4525], [-2.7881, -1.3714, 1.8677], [-1.2977, -1.8046, 2.4136], [-3.2524, 1.1117, 0.3364]],
  "forces_ev_per_a": [[1.3695, -1.4597, -1.1386], [-0.9289, -0.2256, 0.2799], [-1.5466, 1.4696, 1.6692], [-1.3851, 0.7384, 1.7478], [2.0661, -0.3524, -0.1540], [-0.3327, 0.8275, -0.9458], [0.7217, 0.1093, -2.2146], [-0.9340, 2.2242, 0.3377], [0.4894, 1.5714, 1.0555], [0.8412, -0.6922, -0.6345], [-1.2839, 1.7221, 1.8805], [1.1523, -0.0442, -0.0170], [0.8603, -1.9594, -1.5566], [-1.2376, -2.0647, -1.3417], [0.2575, -0.7215, -2.3420], [-0.3710, 0.8536, 0.9480], [0.5840, 0.2218, -0.4815], [0.8065, -0.0154, -0.4413], [-0.4397, -0.2311, -0.2771], [0.4060, -0.4127, -0.2933], [-0.2321, -0.4532, 2.3789], [0.0885, -0.1800, 0.8433], [0.1212, -0.5436, -1.2900], [-0.4353, -0.9034, 0.2467], [-0.0344, 0.2168, -0.4576], [-0.6709, -0.1549, 0.2684], [1.0499, -0.7026, -0.2295], [0.0732, 2.1283, 1.4787], [-1.9750, -0.2691, -0.2525], [0.8333, -0.9867, 0.7822], [0.0867, 0.2893, 0.1508]],
  "homo_energy_ha": -0.2716,
  "e_lumo_ev": 0.721,
  "relative_energy_kj_mol": 341.2,
  "largest_force_ha_per_bohr": 0.056,
  "homo_lumo_gap_ev": 8.112,
  "smiles": "C[Si](C)(C)[C@H]1NN=NN1c1ccccc1"
}